Entry 1:
Here is 5 unconnected molecules or ions with the total composition C36H37Cl2F4IO10S2 at a distorted geometry from OMol25. Energies are from ωB97M-V/def2-TZVPD.

Structure (XYZ):
```
92
Properties=species:S:1:pos:R:3:mulliken_charge:R:1
C 0.9848 5.1261 -1.4636 -1.319
C 1.8544 3.8528 -1.4674 0.666
Cl 3.5739 4.1172 -1.2639 -0.145
C 1.3401 2.6223 -1.5819 -1.076
Cl -0.4548 2.6077 -1.7087 -0.118
C 2.1596 1.3008 -1.5766 2.043
C 1.4106 0.1878 -2.4463 -0.852
C 2.3485 -0.4881 -3.5114 0.059
O 2.4518 -0.0047 -4.5634 -0.453
I 3.4218 -2.3204 -3.1615 0.076
O 3.4713 1.3128 -2.1997 -0.413
S 4.7396 1.0684 -1.2115 1.059
O 5.7747 2.0586 -1.2607 -0.627
O 5.4094 -0.1897 -1.2695 -0.562
O 3.8793 1.2971 0.1783 0.113
C 2.5351 0.8495 -0.0872 0.160
C 2.5849 -0.6935 0.2534 -1.188
O 3.7546 -1.0576 0.9825 -0.110
C 3.4069 -2.0794 1.8692 -0.623
O 2.8246 -3.1893 1.1814 -0.114
C 2.6433 -4.2465 2.1122 -0.587
C 1.5568 -5.2371 1.6709 -0.528
O 0.2873 -4.5630 1.6662 -0.525
S 1.6068 1.5554 1.3539 1.742
C -0.1457 1.0302 1.3507 -1.100
O 2.1586 0.9220 2.5463 -0.743
O 1.7779 2.9843 1.5349 -0.766
H 0.1769 5.0914 -2.2122 0.416
H 0.6525 5.3965 -0.4421 0.268
H 1.6685 5.9462 -1.7835 0.390
H 0.9188 -0.5768 -1.8094 0.306
H 0.6018 0.6364 -3.0597 0.720
H 1.6846 -0.9456 0.8666 0.460
H 2.5461 -1.3659 -0.6275 -0.131
H 4.2973 -2.4563 2.4203 0.382
H 2.6742 -1.7388 2.6431 0.408
H 3.5877 -4.8033 2.3082 0.320
H 2.3133 -3.8332 3.0989 0.333
H 1.7568 -5.7439 0.7040 0.342
H 1.4640 -6.0499 2.4349 0.335
H -0.2520 -4.9577 0.9619 0.355
H -0.7899 1.7918 1.8296 0.451
H -0.4931 0.7010 0.3534 0.191
H -0.2079 0.1360 2.0098 0.472
F -0.5117 -5.0306 -0.8653 -0.279
C -1.6846 -5.4227 -1.4121 0.551
C -2.4539 -6.3639 -0.7565 -0.445
C -3.6602 -6.7612 -1.3166 -0.443
C -4.0744 -6.2206 -2.5273 -0.535
C -3.2863 -5.2785 -3.1761 -0.475
C -2.0850 -4.8716 -2.6128 -0.438
H -2.1100 -6.7799 0.1828 0.428
H -4.2764 -7.4926 -0.8094 0.375
H -5.0138 -6.5348 -2.9652 0.387
H -3.6076 -4.8602 -4.1216 0.376
H -1.4611 -4.1322 -3.0990 0.482
F 6.8514 3.6560 6.0917 -0.331
C 6.7237 3.3414 4.7872 0.238
C 7.8329 3.4062 3.9653 -0.442
C 7.7016 3.0773 2.6225 -0.547
C 6.4635 2.6987 2.1177 -0.482
C 5.3561 2.6430 2.9559 -0.235
C 5.4874 2.9611 4.3010 -0.449
H 8.7874 3.7113 4.3757 0.414
H 8.5648 3.1167 1.9696 0.385
H 6.3627 2.4468 1.0683 0.394
H 4.3903 2.3520 2.5631 0.523
H 4.6379 2.9152 4.9709 0.464
F -2.1926 -1.1236 -0.5574 -0.261
C -3.4303 -1.0746 -0.0285 0.311
C -4.4628 -0.5269 -0.7659 -0.530
C -5.7376 -0.4801 -0.2194 -0.470
C -5.9630 -0.9715 1.0605 -0.638
C -4.9151 -1.5149 1.7924 -0.382
C -3.6411 -1.5721 1.2439 -0.348
H -4.2676 -0.1414 -1.7591 0.492
H -6.5544 -0.0599 -0.7915 0.489
H -6.9577 -0.9303 1.4873 0.390
H -5.0896 -1.8941 2.7915 0.396
H -2.8134 -1.9998 1.7970 0.540
F -6.2349 1.5948 -2.6576 -0.296
C -6.4037 2.8670 -2.2451 0.394
C -5.9563 3.2346 -0.9902 -0.127
C -6.1262 4.5463 -0.5681 -0.533
C -6.7489 5.4684 -1.4002 -0.491
C -7.1972 5.0818 -2.6569 -0.405
C -7.0193 3.7738 -3.0859 -0.462
H -5.4806 2.4990 -0.3531 0.419
H -5.7736 4.8490 0.4098 0.363
H -6.8844 6.4903 -1.0676 0.369
H -7.6860 5.7997 -3.3034 0.360
H -7.3543 3.4561 -4.0652 0.417
```

Calculated values
- SMILES: C/C(Cl)=C(\Cl)[C@@]1(CC(=O)I)OS(=O)(=O)O[C@@]1(COCOCCO)S(C)(=O)=O.Fc1ccccc1.Fc1ccccc1.Fc1ccccc1.Fc1ccccc1
- Largest force on an atom: 4.5 eV/Å
- E: -4560.123673 Ha
- Molar mass: 967.6 g/mol
- Gap between HOMO and LUMO: 8.607 eV


Entry 2:
Here is a molecular structure, C36H37FN9PRuS7 from OMol25. Energies are from ωB97M-V/def2-TZVPD.

Structure (XYZ):
```
92
Properties=species:S:1:pos:R:3:mulliken_spin:R:1
Ru 0.3296 0.1509 0.8098 3.420
S 2.7910 -0.0228 0.1072 0.476
C 3.5549 -1.1414 1.1003 0.078
C 4.8942 -1.5193 0.6962 -0.022
N 5.9311 -1.8524 0.3230 0.023
C 2.9949 -1.7708 2.2198 0.044
S 1.4087 -1.6024 2.7220 0.466
C 3.8346 -2.6794 2.9809 -0.014
N 4.4855 -3.4017 3.5961 0.012
C -3.7063 2.3980 -1.3369 0.004
C -3.1340 2.3026 0.0831 -0.015
C -2.9162 0.8373 0.4599 0.068
C -1.9355 3.2361 0.2260 -0.024
C -2.2255 4.5173 0.7028 -0.008
C -1.2717 5.5161 0.7488 0.009
C 0.0101 5.2394 0.3038 -0.007
C 0.3522 3.9761 -0.1680 0.011
C 1.7720 3.7407 -0.6658 0.010
C 2.2958 4.9026 -1.5142 -0.002
C 2.7320 3.4923 0.5018 0.017
C -0.6237 2.9511 -0.1834 -0.054
N -0.2866 1.6528 -0.7049 0.132
C -0.1871 1.5705 -2.0702 0.037
C -0.4031 2.6371 -2.9786 0.043
C -0.2672 2.4902 -4.3521 -0.012
C 0.0686 1.2720 -4.9255 0.029
C 0.2660 0.1916 -4.0720 -0.027
C 0.1357 0.3675 -2.7179 0.027
F 0.3295 -0.7439 -1.9192 0.009
H -4.5752 1.7398 -1.4438 0.000
H -2.9580 2.0973 -2.0718 0.000
H -4.0200 3.4192 -1.5701 -0.001
H -3.8879 2.7010 0.7668 -0.001
H -2.4777 0.2728 -0.3619 -0.001
H -3.8698 0.3722 0.7277 0.000
H -2.2642 0.7502 1.3279 -0.027
H -3.2385 4.7310 1.0303 0.001
H -1.5208 6.5016 1.1262 0.000
H 0.7604 6.0215 0.3375 0.001
H 1.7670 2.8561 -1.2996 -0.003
H 2.4939 5.7897 -0.9068 0.000
H 1.5833 5.1778 -2.2961 0.000
H 3.2357 4.6167 -1.9927 0.000
H 2.7244 4.3461 1.1862 0.000
H 3.7541 3.3489 0.1361 0.000
H 2.4519 2.6114 1.0735 -0.020
H -0.6782 3.6016 -2.5724 0.003
H -0.4227 3.3548 -4.9873 -0.001
H 0.1739 1.1585 -5.9959 0.002
H 0.5212 -0.7916 -4.4526 -0.001
N -1.2606 -1.5256 1.1034 0.043
C -1.9385 -2.3529 1.5320 0.025
C -2.7418 -3.4577 1.8290 0.004
C -3.4751 -3.5536 3.0408 0.001
N -4.0704 -3.6304 4.0271 0.001
C -2.7654 -4.4620 0.8234 0.000
N -2.7002 -5.2202 -0.0507 0.001
C 1.1770 -4.9624 -2.8675 0.001
N -0.0601 -5.0117 -1.9717 -0.001
C 0.1749 -6.0673 -0.8729 0.000
N 1.3707 -5.7893 -0.1580 0.001
C 2.5125 -5.7432 -1.0665 0.001
N 2.3563 -4.7263 -2.1076 0.000
C 2.4062 -3.3613 -1.5368 0.018
P 1.0451 -3.0002 -0.3163 -0.015
C -0.3401 -3.6598 -1.3684 -0.002
C 1.2592 -4.5716 0.6682 0.017
H 1.0139 -4.1665 -3.5917 0.000
H 1.2294 -5.9264 -3.3739 0.000
H -0.8710 -5.3013 -2.5176 0.000
H 0.2406 -7.0256 -1.3877 0.000
H -0.7046 -6.0423 -0.2293 0.000
H 2.6190 -6.7194 -1.5434 0.000
H 3.4141 -5.5266 -0.4979 0.000
H 2.3714 -2.6197 -2.3370 0.007
H 3.3649 -3.2352 -1.0321 -0.010
H -0.5491 -2.9559 -2.1740 0.002
H -1.2372 -3.7578 -0.7514 0.002
H 0.4105 -4.6762 1.3486 0.003
H 2.1516 -4.4790 1.2886 -0.009
C -2.1776 0.3029 4.7499 0.005
S -2.9820 1.5372 3.6996 0.003
C -1.8036 2.8394 3.6317 0.068
C -0.5047 2.7979 3.2901 -0.030
S 0.5343 1.4302 2.9428 0.170
S 0.3070 4.3478 3.3797 0.007
C -1.0290 5.3405 3.7997 0.002
S -0.9549 6.9850 3.9577 0.000
S -2.4534 4.4110 4.0398 0.004
H -2.8983 -0.5096 4.8477 0.000
H -1.9599 0.7212 5.7313 -0.001
H -1.2635 -0.0607 4.2875 -0.002
```

Calculated values
- Multiplicity: 6
- Largest force on an atom: 0.9 eV/Å
- Charge: -1
- ΔE to the lowest compared entry with this formula, charge and spin: 23.3 kcal per mole
- E: -5210.226565 Ha
- Molar mass: 971.3 g/mol
- Gap between HOMO and LUMO (spin up / spin down): 5.947 / 5.269 eV